1.
The following is a DFT calculation (wB97M-V/def2-TZVPD) of a 2-piece molecular cluster, C8H20N2 overall at a distorted geometry.

Atoms and positions in Å:
C1 -1.2408 1.0870 0.9023
C2 -0.1756 1.0291 1.9956
C3 -2.0917 2.3490 1.0753
C4 -0.6663 1.0383 -0.5043
N1 0.5123 1.7546 -0.7011
C5 -1.4581 0.7168 -1.5477
H1 -1.8980 0.2181 1.0095
H2 1.2054 1.6090 0.0165
H3 0.8896 1.6378 -1.6306
H4 -0.6535 0.9015 2.9663
H5 -1.4787 3.2374 0.9377
H6 0.4002 1.9510 2.0253
H7 0.4925 0.1880 1.8387
H8 -2.8904 2.3721 0.3416
H9 -2.5335 2.3792 2.0686
H10 -1.1535 0.9092 -2.5641
H11 -2.4505 0.3330 -1.3933
C6 0.9215 -1.5969 -1.8867
C7 2.3775 -1.4489 0.0396
C8 0.1566 -2.2962 0.2835
N2 1.0012 -1.3445 -0.4165
H12 2.8171 -2.4390 -0.1618
H13 0.2344 -2.1421 1.3601
H14 1.2751 -2.6112 -2.1254
H15 -0.1094 -1.4987 -2.2159
H16 1.5446 -0.8753 -2.4105
H17 2.4276 -1.2816 1.1158
H18 2.9824 -0.6937 -0.4628
H19 -0.8743 -2.1418 -0.0292
H20 0.4363 -3.3412 0.0734

As for the structure (SMILES): C=C(N)C(C)C.CN(C)C. The total energy comes out at -11599.761 eV. The value obtained for the frontier orbital gap is 8.7204 eV.

=====

2.
The following is a DFT calculation (wB97M-V/def2-TZVPD) of an isolated molecule of C8H20N2Si at a distorted geometry.

Atoms and positions in Å:
C1 -1.7344 0.9408 -1.1356
C2 -1.4850 -1.0078 0.4097
C3 -2.4053 -0.0601 -0.0233
C4 -3.6789 -0.6370 -0.6178
C5 -0.2923 2.4436 0.2194
C6 1.8625 -2.2163 -0.1277
C7 1.8779 -0.1512 2.0225
C8 3.4048 0.4531 -0.9299
N1 -0.4403 1.2593 -0.5855
N2 0.3933 0.3049 -0.6242
Si1 1.8700 -0.3072 0.0230
H1 -1.5628 0.3992 -2.0504
H2 -2.4910 1.7996 -1.2544
H3 -0.8543 -1.0806 1.2581
H4 -1.3409 -2.0307 -0.0505
H5 -2.6673 0.5967 0.8349
H6 -3.2104 -1.2847 -1.3756
H7 -4.4916 0.0597 -0.9754
H8 -4.0618 -1.2713 0.1307
H9 -0.1832 3.3250 -0.4396
H10 -1.2134 2.6290 0.8123
H11 0.4848 2.3348 0.8900
H12 0.8396 -2.5739 -0.0822
H13 2.2423 -2.7183 -0.9939
H14 2.4110 -2.5880 0.8067
H15 0.9279 -0.5994 2.3003
H16 2.7675 -0.5962 2.4341
H17 1.8510 0.8179 2.4204
H18 3.6257 1.4824 -0.9011
H19 4.3271 0.0717 -0.4352
H20 3.2277 0.2051 -1.9595

The total energy comes out at -19474.476 eV. The value obtained for the frontier orbital gap (spin up / spin down) is 7.9446 / 7.4098 eV.